# 1
{
  "formula": "C29H27NO3PPdS2",
  "method": "the ωB97M-V functional and the def2-TZVPD basis",
  "elements": ["Pd", "S", "S", "P", "O", "O", "O", "N", "C", "C", "C", "C", "C", "C", "C", "C", "C", "C", "C", "C", "C", "C", "C", "C", "C", "C", "C", "C", "C", "C", "C", "C", "C", "C", "C", "C", "C", "H", "H", "H", "H", "H", "H", "H", "H", "H", "H", "H", "H", "H", "H", "H", "H", "H", "H", "H", "H", "H", "H", "H", "H", "H", "H", "H"],
  "positions_angstrom": [[0.006, 0.229, 0.199], [-0.783, -1.061, 1.817], [1.503, -1.426, -0.303], [1.524, 1.403, 1.484], [0.806, 1.134, -1.343], [-2.039, 0.880, -0.223], [0.445, 3.249, -2.009], [-3.593, 2.236, 0.619], [0.391, -2.283, 1.990], [-2.751, 1.905, -0.359], [2.586, -1.089, 4.510], [3.252, 3.678, -1.403], [2.690, 2.386, 0.544], [-3.646, 1.370, 1.796], [0.592, 3.959, 4.523], [-4.465, 3.410, 0.540], [2.349, -4.245, 2.338], [4.319, -1.209, 2.843], [3.856, 2.825, 1.177], [2.377, 2.821, -0.743], [2.437, -3.409, 1.268], [3.787, -1.620, 4.059], [0.672, 2.583, 2.554], [4.420, 4.090, -0.786], [1.097, 2.426, -1.413], [1.440, -2.417, 1.062], [4.718, 3.673, 0.507], [1.256, 3.030, 3.739], [-0.567, 3.081, 2.160], [3.656, -0.264, 2.079], [-2.685, 2.729, -1.601], [1.914, -0.145, 3.748], [2.458, 0.285, 2.538], [0.316, -3.170, 3.092], [-0.648, 4.449, 4.130], [-1.224, 4.016, 2.945], [1.273, -4.125, 3.258], [-5.249, 3.277, -0.204], [2.220, 2.651, 4.054], [-4.936, 3.555, 1.508], [1.215, -4.799, 4.102], [-2.453, 2.068, -2.433], [-3.863, 0.344, 1.502], [-3.601, 3.276, -1.806], [5.251, -1.630, 2.488], [-2.691, 1.376, 2.322], [-4.425, 1.727, 2.463], [3.244, -3.496, 0.551], [3.100, -5.009, 2.488], [4.309, -2.357, 4.655], [0.970, 0.255, 4.095], [2.169, -1.413, 5.455], [1.042, 4.301, 5.446], [5.622, 4.012, 0.994], [-1.854, 3.432, -1.533], [5.098, 4.751, -1.308], [-2.186, 4.404, 2.635], [-3.895, 4.305, 0.296], [2.998, 4.014, -2.399], [4.091, 2.504, 2.184], [-1.165, 5.167, 4.752], [-0.503, -3.074, 3.794], [-1.014, 2.735, 1.238], [4.070, 0.051, 1.129]],
  "nbo_charge": [0.81, 0.14, 0.26, 1.27, -0.77, -0.76, -0.58, -0.39, -0.24, 0.72, -0.20, -0.18, -0.44, -0.41, -0.22, -0.42, -0.19, -0.23, -0.18, -0.03, -0.20, -0.17, -0.34, -0.17, 0.75, -0.26, -0.20, -0.13, -0.23, -0.12, -0.73, -0.18, -0.46, -0.16, -0.17, -0.20, -0.19, 0.22, 0.22, 0.22, 0.23, 0.27, 0.23, 0.23, 0.23, 0.21, 0.22, 0.23, 0.23, 0.23, 0.23, 0.23, 0.23, 0.23, 0.28, 0.23, 0.22, 0.22, 0.24, 0.23, 0.23, 0.22, 0.22, 0.23],
  "orbital_gap_ha": [0.2140, 0.2138],
  "total_charge": 1,
  "homo_energy_ev": [-10.98, -10.98]
}

# 2
{
  "formula": "C26H22F6O2S",
  "method": "the ωB97M-V functional and the def2-TZVPD basis",
  "elements": ["S", "F", "F", "F", "F", "F", "F", "O", "O", "C", "C", "C", "C", "C", "C", "C", "C", "C", "C", "C", "C", "C", "C", "C", "C", "C", "C", "C", "C", "C", "C", "C", "C", "C", "C", "H", "H", "H", "H", "H", "H", "H", "H", "H", "H", "H", "H", "H", "H", "H", "H", "H", "H", "H", "H", "H", "H"],
  "positions_angstrom": [[1.813, 0.837, 3.799], [4.392, 0.708, 3.832], [-5.284, 1.404, 3.256], [-5.564, -0.778, 3.293], [-5.338, 0.338, 5.176], [3.351, -0.904, 2.713], [3.324, -0.907, 4.919], [1.485, 1.624, 2.559], [1.439, 1.511, 5.092], [5.256, 1.755, -2.034], [-0.689, -0.339, 3.766], [3.305, 2.226, -0.706], [-4.508, -3.156, -4.760], [-2.243, -2.201, -4.279], [-2.604, 1.155, 3.832], [-4.962, 0.265, 3.889], [4.638, 2.421, -0.980], [-3.464, 0.067, 3.831], [-1.398, -1.400, -3.548], [2.530, 1.357, -1.493], [6.703, 1.961, -2.314], [3.165, 0.690, -2.557], [-1.022, 0.179, -1.678], [-1.598, -1.435, 3.763], [1.151, 1.151, -1.193], [-3.247, -0.737, -2.157], [4.500, 0.885, -2.811], [-1.880, -0.644, -2.464], [-1.250, 0.972, 3.801], [3.367, -0.151, 3.817], [-4.083, -1.537, -2.903], [-2.946, -1.219, 3.801], [0.298, 0.419, -1.988], [0.664, -0.551, 3.748], [-3.596, -2.281, -3.972], [2.841, 2.737, 0.121], [5.221, 3.093, -0.374], [-5.315, -2.572, -5.206], [-1.859, -2.781, -5.101], [-5.132, -1.589, -2.665], [-0.585, 1.823, 3.805], [7.306, 1.675, -1.451], [-1.208, -2.441, 3.734], [-3.636, -2.048, 3.808], [-0.354, -1.373, -3.805], [2.611, -0.003, -3.165], [-3.975, -3.660, -5.568], [-4.955, -3.922, -4.125], [4.978, 0.350, -3.614], [1.063, -1.545, 3.715], [0.678, 0.032, -2.916], [-3.638, -0.168, -1.330], [-1.427, 0.626, -0.787], [6.910, 3.007, -2.544], [7.030, 1.360, -3.165], [-3.027, 2.147, 3.858], [0.771, 1.567, -0.276]],
  "nbo_charge": [1.93, -0.30, -0.33, -0.33, -0.33, -0.30, -0.29, -0.93, -0.89, 0.05, -0.05, -0.13, -0.64, -0.24, -0.19, 0.98, -0.23, -0.23, -0.08, -0.06, -0.64, -0.15, 0.02, -0.25, 0.00, -0.11, -0.23, -0.17, -0.20, 0.78, -0.22, -0.17, -0.30, -0.64, 0.05, 0.24, 0.22, 0.23, 0.22, 0.22, 0.22, 0.23, 0.20, 0.21, 0.20, 0.20, 0.22, 0.23, 0.22, 0.21, 0.20, 0.22, 0.22, 0.23, 0.22, 0.21, 0.24],
  "orbital_gap_ha": 0.0843,
  "total_charge": 0,
  "homo_energy_ev": -5.31
}

# 3
{
  "formula": "C19H13Br2MoNO6S",
  "method": "the ωB97M-V functional and the def2-TZVPD basis",
  "elements": ["Mo", "Br", "Br", "S", "O", "O", "O", "O", "O", "O", "N", "C", "C", "C", "C", "C", "C", "C", "C", "C", "C", "C", "C", "C", "C", "C", "C", "C", "C", "C", "H", "H", "H", "H", "H", "H", "H", "H", "H", "H", "H", "H", "H"],
  "positions_angstrom": [[1.507, 0.196, 1.354], [3.498, 1.667, 0.051], [1.322, 2.793, 2.045], [-4.999, 1.691, -4.826], [-5.755, 4.026, -3.669], [4.880, -6.324, 4.037], [2.689, 0.313, 3.134], [2.489, -1.397, 1.126], [-0.799, -1.076, 3.086], [5.100, -4.844, 5.596], [4.764, -5.211, 4.493], [-3.627, 2.432, -2.503], [3.997, -2.919, 4.085], [-6.004, 3.266, -4.539], [-3.819, 1.552, -3.604], [3.396, -1.957, 3.253], [3.181, -3.623, 1.489], [3.750, -4.558, 2.328], [3.002, 3.189, 1.140], [4.148, -4.192, 3.614], [-0.804, 0.785, -0.827], [0.104, 0.557, -0.007], [-2.974, 0.409, -3.751], [3.271, -0.620, 3.729], [2.993, -2.324, 1.949], [-7.084, 3.337, -5.565], [-2.639, 2.176, -1.603], [0.021, -0.618, 2.465], [-1.991, 0.155, -2.853], [-1.793, 1.036, -1.747], [-7.602, 4.287, -5.467], [-3.130, -0.255, -4.592], [2.853, 4.049, 0.499], [-6.662, 3.234, -6.566], [3.762, 3.342, 1.895], [3.901, -5.580, 2.008], [-1.351, -0.710, -2.962], [-4.261, 3.294, -2.386], [3.728, -0.378, 4.692], [-7.782, 2.512, -5.409], [4.332, -2.671, 5.084], [-2.489, 2.837, -0.761], [2.880, -3.880, 0.483]],
  "nbo_charge": [0.78, 0.24, 0.30, 0.34, -0.48, -0.33, -0.60, -0.62, -0.35, -0.34, 0.53, -0.25, -0.08, 0.53, -0.06, -0.29, -0.28, -0.07, -0.50, 0.00, 0.18, -0.28, -0.24, 0.46, 0.45, -0.74, -0.08, 0.62, -0.10, -0.10, 0.27, 0.26, 0.26, 0.26, 0.26, 0.28, 0.25, 0.28, 0.20, 0.27, 0.27, 0.24, 0.25],
  "orbital_gap_ha": [0.1785, 0.1787],
  "total_charge": 2,
  "homo_energy_ev": [-14.01, -14.01]
}